# 1
Below is a molecular structure, C33H40N4P2PdTe in a non-equilibrium geometry, with properties calculated with wB97M-V/def2-TZVPD.

Geometry (Å):
Pd: -2.04 1.52 -1.59
C: -2.25 1.01 3.38
C: -1.54 1.46 2.33
C: -0.38 0.82 1.70
C: -0.44 -0.27 0.58
C: -1.75 -1.02 0.57
C: -2.27 -1.67 1.62
C: -1.77 -1.50 3.01
C: -2.36 -0.38 3.93
C: -5.76 0.23 0.58
H: -2.78 1.78 3.93
H: -1.97 2.27 1.64
H: 0.20 0.51 2.59
H: 0.13 1.70 1.25
H: -0.24 0.25 -0.41
H: 0.40 -1.03 0.57
H: -1.96 -1.42 -0.42
H: -3.11 -2.36 1.51
H: -0.67 -1.44 2.94
H: -2.03 -2.43 3.53
H: -3.44 -0.62 4.16
H: -1.74 -0.46 4.86
H: -6.15 -0.62 1.19
H: -4.76 0.10 0.10
H: -6.42 0.36 -0.28
P: 1.65 -1.33 -2.61
P: 2.70 1.56 -1.15
N: 1.86 -3.02 -2.26
N: 1.96 -1.60 -4.41
N: 3.70 1.08 0.26
N: 3.66 3.05 -1.37
C: 3.47 -0.99 -2.30
C: 3.77 0.54 -2.31
C: 0.85 -3.82 -1.70
C: 1.30 -5.13 -1.62
C: 2.62 -5.17 -2.14
C: 2.94 -3.86 -2.50
C: 1.01 -1.21 -5.35
C: 1.54 -1.45 -6.63
C: 2.79 -2.05 -6.47
C: 3.07 -2.07 -5.11
C: 3.03 0.61 1.41
C: 3.96 0.03 2.27
C: 5.26 0.14 1.65
C: 5.04 0.68 0.38
C: 4.96 3.41 -1.02
C: 5.24 4.68 -1.51
C: 4.09 5.11 -2.22
C: 3.16 4.08 -2.18
H: 4.12 -1.43 -3.08
H: 3.77 -1.47 -1.34
H: 4.86 0.73 -2.17
H: 3.51 0.90 -3.32
H: -0.10 -3.38 -1.43
H: 0.76 -5.99 -1.21
H: 3.29 -6.02 -2.26
H: 3.85 -3.46 -2.88
H: 0.06 -0.83 -5.03
H: 1.07 -1.22 -7.54
H: 3.44 -2.47 -7.20
H: 3.97 -2.36 -4.58
H: 1.97 0.79 1.55
H: 3.78 -0.42 3.26
H: 6.26 -0.09 2.05
H: 5.75 0.84 -0.43
H: 5.58 2.76 -0.42
H: 6.19 5.21 -1.38
H: 3.96 6.08 -2.72
H: 2.16 3.99 -2.61
Te: -4.90 1.92 1.60
C: -6.32 1.69 3.13
C: -5.93 1.43 4.45
C: -6.91 1.18 5.42
C: -8.27 1.21 5.07
C: -8.66 1.53 3.75
C: -7.67 1.80 2.80
H: -4.85 1.44 4.63
H: -6.62 0.95 6.46
H: -9.03 0.99 5.82
H: -9.72 1.55 3.48
H: -7.90 2.09 1.77

Summary:
⟨S²⟩   2.00
LUMO (spin up / spin down)   0.1 / -1.4 eV
Frontier orbital gap (spin up / spin down)   7.09 / 5.99 eV
E_tot   -2578.7850 Eh
HOMO energy (spin up / spin down)   -6.9590 / -7.3989 eV
Multiplicity   3

Results of the Löwdin charge analysis, in e, for atoms 1 through 6: atom 1 (Pd): 0.275, atom 2 (C): -0.205, atom 3 (C): -0.206, atom 4 (C): -0.251, atom 5 (C): -0.250, atom 6 (C): -0.167

---

# 2
Below is a molecular structure, C31H29ClF6OP2Pd, with properties calculated with wB97M-V/def2-TZVPD.

Geometry (Å):
Pd: -0.89 -0.55 0.37
C: -0.03 -2.72 2.70
C: -0.05 -1.37 3.43
P: -0.77 0.07 2.47
C: 0.37 1.38 3.13
C: 0.56 1.67 4.48
C: 1.50 2.61 4.89
C: 2.27 3.27 3.94
C: 2.09 3.00 2.59
C: 1.14 2.06 2.19
C: -2.24 0.42 3.53
C: -3.11 -0.61 3.88
C: -4.27 -0.36 4.60
C: -4.59 0.94 4.99
C: -3.75 1.98 4.62
C: -2.60 1.72 3.89
C: 1.15 -2.85 1.72
P: 0.79 -2.13 0.05
C: 2.52 -2.21 -0.65
C: 3.61 -1.69 0.05
C: 4.89 -1.67 -0.50
C: 5.10 -2.15 -1.79
C: 4.02 -2.64 -2.51
C: 2.75 -2.66 -1.95
C: 0.12 -3.61 -0.84
C: -0.95 -3.40 -1.69
C: -1.47 -4.45 -2.43
C: -0.93 -5.72 -2.33
C: 0.15 -5.95 -1.48
C: 0.67 -4.90 -0.75
H: -0.98 -2.88 2.19
H: 0.07 -3.50 3.46
H: 0.98 -1.07 3.67
H: -0.57 -1.45 4.39
H: -0.05 1.17 5.22
H: 1.63 2.83 5.94
H: 3.01 4.00 4.25
H: 2.69 3.51 1.84
H: 0.98 1.83 1.14
H: -2.91 -1.62 3.52
H: -4.93 -1.18 4.85
H: -5.49 1.13 5.56
H: -4.00 3.00 4.89
H: -1.96 2.55 3.59
H: 1.49 -3.88 1.65
H: 1.99 -2.28 2.13
H: 3.48 -1.27 1.04
H: 5.71 -1.26 0.07
H: 6.09 -2.14 -2.22
H: 4.16 -3.00 -3.52
H: 1.92 -3.04 -2.53
H: -1.37 -2.40 -1.77
H: -2.32 -4.27 -3.09
H: -1.35 -6.54 -2.91
H: 0.58 -6.94 -1.39
H: 1.52 -5.07 -0.10
C: -0.59 0.59 -4.35
C: -0.93 0.94 -2.88
O: -0.61 -0.06 -2.05
C: -0.13 2.22 -2.51
F: -0.40 3.29 -3.33
F: -0.33 2.65 -1.26
F: 1.19 2.00 -2.65
C: -2.45 1.25 -2.82
F: -3.16 0.14 -3.11
F: -2.86 1.68 -1.62
F: -2.86 2.20 -3.72
H: 0.46 0.30 -4.37
H: -0.78 1.38 -5.08
H: -1.18 -0.29 -4.61
Cl: -3.17 -2.13 0.72

Summary:
Total charge   -2
Relative energy (zero: lowest compared OMol25 entry of this formula, charge and spin)   0.0 kJ/mol
LUMO   4.6 eV
Frontier orbital gap   4.94 eV
E_tot   -3144.0330 Eh
HOMO energy   -0.3635 eV
Multiplicity   1

Results of the Löwdin charge analysis, in e, for atoms 1 through 6: atom 1 (Pd): 0.100, atom 2 (C): -0.327, atom 3 (C): -0.345, atom 4 (P): 0.858, atom 5 (C): -0.363, atom 6 (C): -0.114

---

# 3
Below is a molecular structure, C26H46BCoN4O4P2, with properties calculated with wB97M-V/def2-TZVPD.

Geometry (Å):
Co: -0.15 0.01 -0.14
C: 1.46 1.97 3.87
O: 0.28 2.38 3.11
C: -0.05 1.68 2.07
O: 0.53 0.66 1.67
N: -1.14 2.14 1.43
N: -1.57 1.40 0.31
H: 1.70 2.82 4.49
H: 2.27 1.74 3.19
H: 1.20 1.10 4.47
H: -1.64 2.97 1.73
H: -1.56 1.99 -0.53
H: -2.52 1.07 0.46
C: 2.83 -1.06 0.77
P: 1.65 -1.23 -0.59
C: 1.14 -2.97 -0.49
N: 2.02 -3.93 -0.69
C: 1.57 -5.20 -0.64
C: 2.47 -6.27 -0.84
C: 2.00 -7.55 -0.80
C: 0.63 -7.82 -0.55
C: -0.26 -6.81 -0.35
C: 0.19 -5.47 -0.38
N: -0.68 -4.47 -0.15
C: -0.20 -3.24 -0.20
P: -1.31 -1.86 0.22
C: -2.82 -2.22 -0.69
C: -1.73 -2.09 2.02
C: -0.44 -2.32 2.81
C: -2.65 -3.31 2.19
C: -2.47 -0.86 2.55
C: 2.60 -0.99 -2.15
C: 2.86 0.52 -2.29
C: 1.79 -1.52 -3.33
C: 3.95 -1.72 -2.08
H: 3.59 -1.83 0.67
H: 2.32 -1.18 1.72
H: 3.31 -0.08 0.75
H: 3.51 -6.04 -1.03
H: 2.68 -8.38 -0.96
H: 0.29 -8.85 -0.53
H: -1.31 -7.00 -0.16
H: -3.10 -3.24 -0.44
H: -2.62 -2.14 -1.76
H: -3.62 -1.53 -0.43
H: 0.01 -3.28 2.57
H: -0.68 -2.33 3.88
H: 0.30 -1.53 2.65
H: -2.23 -4.21 1.76
H: -3.64 -3.14 1.77
H: -2.78 -3.48 3.27
H: -1.84 0.02 2.57
H: -2.79 -1.06 3.57
H: -3.38 -0.65 1.97
H: 1.94 1.10 -2.30
H: 3.37 0.70 -3.24
H: 3.51 0.89 -1.50
H: 0.86 -0.97 -3.49
H: 1.54 -2.58 -3.22
H: 2.39 -1.43 -4.24
H: 4.58 -1.34 -1.28
H: 4.47 -1.53 -3.02
H: 3.83 -2.79 -1.97
C: -2.01 2.91 -3.67
C: -1.20 1.63 -3.68
C: -0.01 1.78 -4.61
O: -0.66 1.45 -2.31
B: -0.81 0.13 -1.96
O: -1.53 -0.59 -2.86
C: -2.04 0.32 -3.89
C: -3.52 0.48 -3.59
C: -1.84 -0.34 -5.24
H: -1.35 3.76 -3.48
H: -2.79 2.91 -2.91
H: -2.48 3.07 -4.64
H: 0.59 2.63 -4.29
H: -0.35 1.97 -5.63
H: 0.62 0.89 -4.63
H: -3.70 0.91 -2.60
H: -4.00 -0.50 -3.63
H: -4.01 1.12 -4.32
H: -0.81 -0.64 -5.39
H: -2.12 0.33 -6.04
H: -2.47 -1.23 -5.31

Summary:
Total charge   +2
Relative energy (zero: lowest compared OMol25 entry of this formula, charge and spin)   0.0 kJ/mol
LUMO (spin up / spin down)   -6.5 / -6.5 eV
Frontier orbital gap (spin up / spin down)   7.56 / 7.56 eV
E_tot   -3628.2762 Eh
HOMO energy (spin up / spin down)   -14.0874 / -14.0874 eV
Multiplicity   1

Results of the Löwdin charge analysis, in e, for atoms 1 through 6: atom 1 (Co): 0.215, atom 2 (C): 0.040, atom 3 (O): 0.045, atom 4 (C): -0.543, atom 5 (O): -0.003, atom 6 (N): 0.089